C32H52Br42N3O4 | the ωB97M-V functional and the def2-TZVPD basis

The geometry in XYZ format:
```
133
C32H52Br42N3O4, DFT the ωB97M-V functional and the def2-TZVPD basis
C 3.20812 -2.18457 -0.20204
C 2.01819 -3.22650 -0.45782
C 1.95275 -3.76708 -1.98303
C 1.58449 -2.52639 -2.95653
O 0.21537 -2.55936 -3.44168
N -0.68615 -2.23558 -2.47037
C -0.83434 -0.73667 -2.25416
C -1.93684 -0.40354 -1.13097
N -2.51065 0.92652 -1.46165
C -1.40900 1.93658 -1.73959
C -3.26971 1.52026 -0.35085
C -2.84019 1.55188 1.18300
O -4.34930 2.11337 -0.62939
N -2.91797 -1.46305 -0.85923
C -3.23446 -2.35134 -1.98966
C -3.64139 -3.79127 -1.34113
C -2.39931 -4.55220 -0.66471
C -3.04447 -5.69360 0.29952
C -3.50248 -5.11811 1.72549
O -2.98283 -6.00400 2.76273
C -4.51954 -1.91289 -2.86846
C -5.45560 -0.83162 -2.15287
C -6.08535 -1.30014 -0.76345
O -6.57258 -0.59424 -3.07089
C -2.04770 -2.66002 -3.01419
H 2.95290 -1.16911 -0.68208
H 4.22227 -2.52326 -0.64774
H 3.29902 -1.96542 0.92310
H 1.03965 -2.67408 -0.18353
H 2.06998 -4.10833 0.27816
H 2.96429 -4.20862 -2.24917
H 1.13819 -4.57317 -2.02310
H 2.25144 -2.66813 -3.88397
H 1.89061 -1.52507 -2.51096
H -0.56922 -2.74106 -1.57338
H -1.06036 -0.30181 -3.28239
H 0.16630 -0.33087 -1.86429
H -1.33564 -0.26020 -0.15011
H -0.57382 1.70336 -0.99498
H -1.07639 1.93907 -2.82401
H -1.79809 2.98421 -1.50714
H -2.44480 0.55448 1.55908
H -2.05168 2.38929 1.27376
H -3.70226 1.89324 1.86345
H -2.76980 -1.94704 0.03005
H -3.93911 -4.43458 -2.25166
H -4.56934 -3.72811 -0.68913
H -1.69098 -5.04364 -1.40718
H -1.77588 -3.86579 0.01693
H -2.31948 -6.56201 0.48355
H -3.96331 -6.09936 -0.25935
H -3.10377 -4.07553 1.95958
H -4.63803 -5.11487 1.87414
H -2.00784 -6.04928 2.63726
H -4.25670 -1.53675 -3.90905
H -5.17058 -2.84894 -3.02208
H -4.87409 0.14412 -2.11196
H -7.01279 -0.71908 -0.44579
H -5.30260 -1.12366 0.06293
H -6.37714 -2.41044 -0.75273
H -7.37209 -0.35672 -2.54188
H -2.04813 -3.74487 -3.37705
H -2.17660 -2.02781 -3.96841
C 7.28817 -0.66917 -1.50671
Br 8.14338 0.86913 -0.69595
Br 6.98114 -2.08573 -0.21739
Br 5.66002 -0.17944 -2.44308
H 7.97754 -1.06130 -2.25183
C -7.65878 -3.56275 -5.53841
Br -8.79204 -4.32183 -6.91545
Br -6.36734 -4.85053 -4.87589
Br -6.80310 -1.92647 -6.12714
H -8.30456 -3.30166 -4.70240
C -0.78351 6.52668 -2.27758
Br 0.84649 7.33238 -1.60546
Br -0.42258 5.23024 -3.67514
Br -1.85715 5.77245 -0.84834
H -1.37070 7.32428 -2.72882
C -6.74282 0.59395 -9.86328
Br -5.71079 -0.94381 -10.43661
Br -8.63061 0.18025 -9.71361
Br -6.04209 1.35943 -8.22451
H -6.64258 1.35210 -10.63730
C -10.55057 -3.64728 -2.27857
Br -12.07275 -3.18380 -3.38497
Br -9.82457 -5.38476 -2.74517
Br -9.19326 -2.26055 -2.30716
H -10.91088 -3.71830 -1.25424
C 10.30883 3.89819 1.89991
Br 9.61433 3.89186 0.08896
Br 10.15620 2.15440 2.73458
Br 12.12368 4.57626 1.97149
H 9.68961 4.58273 2.47617
C -6.09897 6.04316 0.36053
Br -7.66365 6.47531 -0.70091
Br -5.30252 4.35764 -0.17915
Br -4.81716 7.50177 0.37488
H -6.43491 5.90425 1.38511
C 12.17013 2.28945 6.89184
Br 10.30893 1.85790 7.22484
Br 13.21179 0.71121 6.47328
Br 12.36258 3.65588 5.52967
H 12.57184 2.70134 7.81660
C 15.12935 0.83341 10.52278
Br 13.26730 0.40199 10.85078
Br 16.17389 -0.74607 10.10478
Br 15.31964 2.20373 9.16563
H 15.52929 1.24403 11.44801
C -6.53122 3.74503 3.97295
Br -4.64345 4.17678 4.07390
Br -7.59830 5.29334 3.50072
Br -6.86472 2.25439 2.77665
H -6.84067 3.43310 4.96850
C -6.39278 5.23508 -6.11972
Br -5.72524 6.23040 -7.64393
Br -5.07665 5.12409 -4.69943
Br -8.08187 5.94064 -5.48152
H -6.58046 4.21871 -6.46052
C 15.15936 -0.72495 2.92964
Br 13.64033 0.45565 2.69154
Br 14.84072 -2.03478 4.32410
Br 15.69067 -1.56130 1.26284
H 15.99402 -0.10824 3.25685
C 15.10289 6.09696 10.52938
Br 13.97115 5.34749 9.14153
Br 16.40467 4.81252 11.17854
Br 15.94465 7.74649 9.95689
H 14.45521 6.34422 11.36792
C -5.95872 -1.31197 4.20625
Br -4.32069 -0.51904 4.87477
Br -5.61305 -2.58655 2.78438
Br -7.01604 -2.09074 5.63135
H -6.54926 -0.50595 3.77477
```

**HOMO**: -10.9095 eV
**F_max**: 0.0987 hartree/bohr
**Net charge**: +1
**HOMO-LUMO gap**: 0.314 hartree
**Molecular weight**: 3898.75 g/mol